Record 1
Here is a structure of composition C2H2IN3 at a distorted geometry from the OMol25 dataset. Energies are from ωB97M-V/def2-TZVPD.

```
8
Properties=species:S:1:pos:R:3:forces:R:3
C -1.264 -0.674 -0.063 2.07 -0.59 1.63
C 1.278 0.452 -0.196 -2.09 0.41 0.05
N 1.106 1.726 -0.125 -0.34 -1.78 0.32
N -0.297 1.607 0.066 -1.06 1.15 0.24
N -0.331 0.285 0.044 0.30 -1.51 -1.27
I 2.661 -0.976 -0.011 0.61 -0.40 -0.02
H -2.266 -0.677 0.403 0.47 1.08 -0.68
H -0.887 -1.742 -0.117 0.03 1.63 -0.26
```
Forces are in eV/Å.

Properties
Energy above the lowest of the compared OMol25 structures with the same formula, charge and spin   122.92 kcal per mole
HOMO level (alpha / beta)   -8.17 / -8.11 eV
HOMO-LUMO gap (alpha / beta)   0.2734 / 0.2679 Eh
Charge   0
Max |F|   0.05243 hartree/bohr

Mulliken population analysis, charges in e, atoms 1 to 5: atom 1 (C): -0.2106, atom 2 (C): 0.0211, atom 3 (N): -0.2760, atom 4 (N): -0.5661, atom 5 (N): 0.3888



Record 2
Here is a structure of composition C50H45N7O2S2SiZr from the OMol25 dataset. Energies are from ωB97M-V/def2-TZVPD.

```
108
Properties=species:S:1:pos:R:3:forces:R:3
Zr -0.861 -0.530 -0.550 0.65 -0.07 0.07
C -4.593 1.127 -1.844 0.03 0.02 0.00
C -3.432 1.044 -0.902 0.01 0.14 0.24
O -2.301 0.668 -1.444 0.12 -0.49 0.21
C -3.527 1.403 0.412 -0.11 -0.06 -0.03
C -2.421 1.507 1.327 0.16 0.16 0.01
C -2.647 2.323 2.568 0.02 -0.02 0.01
N -1.272 0.953 1.073 -0.20 -0.20 -0.07
N -0.258 1.091 2.008 0.16 0.13 0.01
C 0.720 0.272 1.790 -0.01 0.34 0.26
O 0.800 -0.557 0.772 -0.27 -0.05 0.34
C 1.803 0.278 2.807 0.07 0.02 0.03
C 3.081 -0.166 2.495 -0.06 0.06 -0.15
C 4.093 -0.130 3.442 0.04 0.00 0.03
C 3.832 0.339 4.719 0.00 0.01 0.00
C 2.555 0.788 5.040 0.01 0.00 -0.01
C 1.550 0.766 4.090 -0.02 -0.09 0.00
H -4.496 2.031 -2.450 0.02 -0.01 -0.02
H -5.542 1.156 -1.313 0.00 0.02 0.01
H -4.573 0.270 -2.518 -0.02 -0.01 0.01
H -4.482 1.756 0.774 0.00 0.01 -0.03
H -3.249 3.198 2.326 0.00 0.00 -0.01
H -1.704 2.627 3.012 -0.01 0.00 0.01
H -3.207 1.733 3.298 0.00 -0.01 0.00
H 3.293 -0.483 1.483 0.04 0.00 0.00
H 5.093 -0.450 3.175 0.00 0.00 -0.01
H 4.620 0.367 5.460 0.00 0.00 0.00
H 2.347 1.161 6.035 0.00 0.00 0.00
H 0.556 1.118 4.326 -0.01 0.00 0.00
C -1.162 -2.979 4.949 0.02 0.01 0.03
C -1.419 -1.643 4.683 0.01 0.01 0.01
C -1.739 -1.229 3.397 0.01 -0.03 -0.06
C -1.790 -2.146 2.350 -0.05 0.03 0.14
C -1.545 -3.493 2.629 -0.03 0.05 0.01
C -1.235 -3.903 3.916 0.02 -0.03 -0.03
N -2.075 -1.768 1.011 -0.09 0.26 -0.36
C -3.260 -2.128 0.503 0.03 -0.24 -0.42
C -4.420 -2.464 1.262 -0.06 -0.05 0.20
C -5.594 -2.793 0.648 0.08 0.02 0.14
C -5.728 -2.841 -0.760 0.05 0.02 -0.14
C -4.641 -2.566 -1.534 -0.17 -0.05 0.05
C -3.416 -2.223 -0.925 0.14 -0.17 -0.14
N -2.265 -2.037 -1.631 0.05 0.48 0.00
N -2.203 -2.137 -2.891 -0.15 -0.19 0.15
C -0.898 -1.919 -3.360 -0.05 -0.13 -0.10
C -0.634 -2.233 -4.688 0.10 0.00 0.10
C 0.671 -2.154 -5.131 0.02 0.00 -0.03
C 1.671 -1.774 -4.244 0.02 -0.03 -0.01
C 1.314 -1.428 -2.959 -0.04 0.10 0.00
N 0.053 -1.472 -2.520 -0.26 0.19 -0.15
H -0.913 -3.299 5.953 0.00 0.00 0.00
H -1.378 -0.913 5.482 0.00 0.00 -0.01
H -1.942 -0.188 3.205 -0.02 0.00 0.01
H -1.595 -4.209 1.819 -0.01 0.00 0.00
H -1.044 -4.951 4.108 0.00 0.00 0.00
H -4.353 -2.435 2.341 -0.02 -0.01 0.00
H -6.457 -3.021 1.262 0.01 0.00 0.02
H -6.679 -3.101 -1.203 0.01 0.01 -0.02
H -4.677 -2.610 -2.614 -0.01 0.00 0.00
H -1.449 -2.547 -5.323 -0.01 -0.02 0.01
H 0.913 -2.393 -6.158 0.01 0.00 0.00
H 2.704 -1.705 -4.550 0.00 0.00 0.00
H 2.049 -1.084 -2.245 0.00 0.01 -0.01
C 4.905 2.257 0.812 -0.01 0.00 -0.02
C 4.731 1.236 -0.112 0.01 0.00 0.00
C 3.513 1.090 -0.762 0.04 0.02 -0.07
C 2.445 1.968 -0.546 -0.09 -0.01 0.00
C 2.652 2.990 0.385 -0.04 -0.02 0.07
C 3.856 3.129 1.063 0.01 0.01 0.00
Si 0.756 1.756 -1.421 0.08 -0.20 -0.23
C 0.028 3.525 -1.415 0.04 -0.06 0.03
C 0.722 4.535 -2.092 0.03 0.05 0.01
C 0.252 5.838 -2.137 0.00 0.00 0.00
C -0.942 6.170 -1.508 -0.01 -0.01 0.01
C -1.652 5.186 -0.839 0.01 0.02 0.00
C -1.167 3.883 -0.796 -0.02 0.00 -0.02
C 1.185 1.614 -3.285 -0.04 -0.01 0.04
C 2.453 1.733 -3.855 0.01 -0.01 -0.02
C 2.647 1.619 -5.228 0.01 0.00 0.00
C 1.569 1.388 -6.069 -0.01 0.00 0.00
C 0.293 1.278 -5.526 0.01 0.00 0.00
C 0.112 1.387 -4.157 0.00 0.01 0.00
H 5.850 2.372 1.329 0.00 0.00 0.00
H 5.542 0.548 -0.324 0.00 0.01 0.00
H 3.413 0.285 -1.483 -0.01 -0.01 0.02
H 1.852 3.694 0.588 0.00 0.00 0.00
H 3.978 3.929 1.783 0.00 0.00 0.00
H 1.653 4.297 -2.596 0.00 0.00 0.00
H 0.814 6.597 -2.668 0.00 0.00 0.00
H -1.313 7.186 -1.543 -0.01 0.00 0.00
H -2.589 5.427 -0.351 0.00 0.01 0.00
H -1.746 3.133 -0.280 -0.01 -0.02 -0.01
H 3.312 1.926 -3.221 -0.01 0.02 -0.01
H 3.644 1.720 -5.641 0.00 0.00 0.00
H 1.718 1.306 -7.139 0.00 0.00 0.00
H -0.559 1.106 -6.174 0.00 0.01 0.00
H -0.892 1.296 -3.748 0.00 0.00 0.00
S 0.167 -3.765 -0.339 -0.12 0.16 -0.29
C 1.320 -3.982 0.824 -0.01 -0.08 0.19
N 2.161 -3.066 1.290 0.09 -0.12 -0.05
C 2.907 -3.398 2.495 -0.02 0.01 -0.01
C 3.028 -4.919 2.502 -0.06 0.00 0.06
S 1.530 -5.509 1.655 0.08 -0.03 -0.05
H 2.003 -2.105 1.003 -0.14 0.14 0.10
H 2.369 -3.045 3.379 -0.02 0.04 -0.01
H 3.883 -2.917 2.469 -0.01 -0.03 0.05
H 3.044 -5.310 3.516 0.04 -0.01 0.00
H 3.912 -5.262 1.968 -0.03 0.00 -0.05
```
Forces are in eV/Å.

Properties
HOMO level   -6.74 eV
HOMO-LUMO gap   0.1977 Eh
Charge   0
Max |F|   0.01271 hartree/bohr

Mulliken population analysis, charges in e, atoms 1 to 5: atom 1 (Zr): -1.7486, atom 2 (C): -1.8246, atom 3 (C): 0.8270, atom 4 (O): 0.3180, atom 5 (C): -1.6953



Record 3
Here is the molecule C4H5NO2 at a distorted geometry from the OMol25 dataset. Energies are from ωB97M-V/def2-TZVPD.

```
12
Properties=species:S:1:pos:R:3:forces:R:3
C -1.504 -0.383 -0.650 -0.05 0.01 -0.04
C -0.037 -0.331 -0.277 0.19 -0.25 0.06
C 0.488 0.919 0.366 -0.33 0.06 0.11
O 1.922 1.247 0.068 0.23 0.01 -0.03
C 1.619 0.814 1.276 0.59 -0.33 1.14
O 2.151 0.539 2.311 -0.61 0.40 -1.15
N 0.796 -1.283 -0.406 -0.47 0.26 -0.07
H -1.607 -0.777 -1.667 0.01 0.08 0.18
H -2.044 -1.060 0.025 0.15 0.17 -0.10
H -1.988 0.599 -0.609 0.14 -0.20 0.00
H -0.138 1.810 0.393 0.06 -0.21 -0.06
H 0.342 -2.093 -0.831 0.10 0.01 -0.04
```
Forces are in eV/Å.

Properties
Energy above the lowest of the compared OMol25 structures with the same formula, charge and spin   46.29 kcal per mole
HOMO level   -10.31 eV
HOMO-LUMO gap   0.3974 Eh
Charge   0
Structure (SMILES)   [H]/N=C(\C)[C@@H]1OC1=O
Max |F|   0.02648 hartree/bohr

Mulliken population analysis, charges in e, atoms 1 to 5: atom 1 (C): -1.2221, atom 2 (C): 0.5655, atom 3 (C): 0.1215, atom 4 (O): -0.3619, atom 5 (C): 0.4348



Record 4
Here is a structure of composition C12H37N6O3P2Rb from the OMol25 dataset. Energies are from ωB97M-V/def2-TZVPD.

```
61
Properties=species:S:1:pos:R:3:forces:R:3
Rb -3.325 0.079 0.581 -0.37 0.45 0.62
O -4.318 1.085 3.045 0.47 -0.11 -0.65
H -4.273 1.959 3.454 -0.05 -0.26 -0.09
O -1.316 -1.797 -0.228 -0.57 -0.06 0.08
P -0.212 -2.676 0.216 0.37 -0.36 -0.49
N 0.643 -3.191 -1.115 0.27 0.50 0.04
C 1.820 -4.014 -0.945 0.08 -0.52 -0.12
C -0.089 -3.449 -2.334 0.04 -0.16 -0.45
N -0.739 -4.026 1.035 -0.12 0.34 0.28
C -0.067 -4.616 2.178 0.00 -0.63 -0.09
C -2.153 -4.365 0.899 -0.09 0.47 0.16
N 0.956 -1.994 1.155 0.08 0.02 0.12
C 0.544 -1.597 2.499 0.37 -0.48 0.41
C 1.893 -1.054 0.530 -0.31 0.06 0.49
H 2.404 -3.999 -1.869 0.01 0.08 0.04
H 1.573 -5.069 -0.747 -0.04 0.09 0.03
H 2.454 -3.659 -0.135 -0.07 0.06 0.03
H -0.918 -2.752 -2.426 -0.10 -0.09 0.08
H -0.446 -4.488 -2.388 -0.14 0.11 0.07
H 0.558 -3.304 -3.205 0.07 0.05 0.11
H -0.439 -4.263 3.146 0.07 0.16 -0.06
H -0.232 -5.699 2.169 -0.05 0.06 -0.08
H 1.010 -4.482 2.108 0.00 0.25 0.10
H -2.295 -5.416 1.145 -0.02 -0.05 -0.10
H -2.781 -3.753 1.559 0.01 -0.17 0.11
H -2.494 -4.157 -0.113 0.03 -0.19 -0.05
H 0.390 -0.519 2.570 -0.14 -0.02 0.03
H -0.344 -2.140 2.815 -0.29 0.31 -0.22
H 1.292 -1.917 3.236 0.18 0.33 -0.15
H 2.775 -0.975 1.169 0.11 -0.07 -0.12
H 1.449 -0.052 0.460 0.00 -0.04 -0.12
H 2.155 -1.406 -0.461 0.15 0.06 -0.04
O -1.898 2.476 -0.584 -0.12 -0.27 -0.12
P -0.475 2.871 -0.629 0.88 0.17 0.44
N -0.089 4.346 -1.300 -0.26 0.22 -0.32
C -0.577 4.436 -2.687 -0.62 0.25 0.23
C -0.481 5.515 -0.507 0.03 0.03 0.14
N 0.457 1.822 -1.500 0.02 -0.27 -0.43
C -0.127 0.610 -2.056 -0.08 0.09 0.31
C 1.771 2.145 -2.038 -0.45 -0.33 -0.07
N 0.162 3.003 0.896 -0.72 -0.09 0.17
C 1.572 3.138 1.129 0.58 0.12 -0.01
C -0.647 2.433 1.971 0.08 0.62 0.71
H -1.650 4.201 -2.742 0.12 -0.21 -0.05
H -0.024 3.770 -3.343 0.05 0.08 -0.07
H -0.523 5.472 -3.019 0.46 -0.06 -0.13
H 0.086 5.549 0.421 -0.04 -0.08 0.03
H -1.549 5.515 -0.262 0.02 0.08 -0.05
H -0.241 6.417 -1.070 -0.04 -0.01 -0.04
H 0.581 -0.219 -1.968 0.03 0.03 -0.15
H -1.000 0.327 -1.474 0.01 0.00 -0.20
H -0.411 0.759 -3.103 0.03 -0.14 -0.06
H 2.087 3.122 -1.691 0.15 0.00 -0.04
H 2.479 1.367 -1.740 0.16 0.12 0.05
H 1.724 2.136 -3.134 0.12 0.14 0.01
H 2.136 2.211 0.938 -0.08 0.04 0.04
H 2.009 3.922 0.505 -0.10 -0.04 -0.06
H 1.758 3.434 2.162 -0.09 -0.03 0.02
H -1.191 3.193 2.543 -0.05 0.10 -0.26
H -0.023 1.955 2.730 0.06 -0.40 -0.34
H -1.392 1.778 1.551 -0.07 -0.33 0.30
```
Forces are in eV/Å.

Properties
Energy above the lowest of the compared OMol25 structures with the same formula, charge and spin   0.00 kcal per mole
HOMO level   -5.87 eV
HOMO-LUMO gap   0.2224 Eh
Charge   0
Max |F|   0.01941 hartree/bohr

Mulliken population analysis, charges in e, atoms 1 to 5: atom 1 (Rb): 0.8544, atom 2 (O): -0.9884, atom 3 (H): 0.0848, atom 4 (O): -0.8027, atom 5 (P): 0.4076